# 1
ORCA calculation (ωB97M-V/def2-TZVPD) on a molecular structure, C23H26CrN5O6.

Properties
* spin multiplicity: 4
* highest occupied orbital energy (alpha / beta): -14.38 / -14.33 eV
* total charge: +2
* LUMO energy (alpha / beta): -7.1656 / -7.5259 eV
* relative energy (zero: lowest compared OMol25 entry of this formula, charge and spin): 0.000 eV

Geometry (Å):
Cr 0.04 0.46 -0.72
C -1.24 3.14 -0.74
C -1.24 2.98 0.75
O -0.80 1.63 1.04
C -0.49 1.51 2.45
C 0.12 0.16 2.71
O 1.08 -0.12 1.70
C 2.35 0.49 1.90
C 2.98 0.60 0.54
O 2.09 1.30 -0.37
C 2.04 2.72 -0.17
C 1.16 3.24 -1.27
O -0.07 2.48 -1.28
H -1.23 4.19 -1.03
H -2.10 2.67 -1.20
H -2.24 3.15 1.15
H -0.55 3.67 1.24
H -1.40 1.64 3.04
H 0.19 2.33 2.70
H -0.63 -0.62 2.67
H 0.56 0.15 3.71
H 2.98 -0.13 2.55
H 2.25 1.47 2.37
H 3.14 -0.39 0.11
H 3.93 1.12 0.58
H 3.04 3.14 -0.26
H 1.64 2.95 0.82
H 1.63 3.10 -2.24
H 0.94 4.29 -1.13
O -4.20 -4.04 3.66
C -2.91 -3.68 3.84
O -2.39 -3.72 4.91
C -2.15 -3.18 2.63
C -2.73 -2.33 1.70
C -1.95 -1.78 0.69
C -0.62 -2.15 0.61
C -0.04 -3.02 1.52
C -0.81 -3.53 2.54
N 0.14 -1.53 -0.44
C 0.81 -2.19 -1.29
C 1.31 -1.43 -2.45
C 2.04 -1.99 -3.47
C 2.33 -1.19 -4.58
C 1.88 0.10 -4.62
C 1.15 0.61 -3.54
N 0.88 -0.14 -2.48
H -4.42 -4.11 2.73
H -3.77 -2.04 1.79
H -3.54 -1.03 -0.42
H 1.02 -3.25 1.45
H -0.37 -4.17 3.30
H 0.93 -3.27 -1.22
H 2.35 -3.02 -3.41
H 2.90 -1.60 -5.41
H 2.06 0.74 -5.47
H 0.74 1.61 -3.55
N -1.66 1.70 -3.97
C -2.06 1.05 -3.10
N -2.60 0.30 -2.14
C -1.90 -0.10 -1.13
N -2.55 -0.93 -0.26

Charges in e, computed with Mulliken, in the same order as the atoms: Cr 0.419; C -0.762; C -0.834; O 0.337; C -0.842; C -0.354; O -0.034; C -0.561; C -0.843; O 0.041; C -0.445; C -0.845; O 0.024; H 0.485; H 0.318; H 0.471; H 0.477; H 0.459; H 0.468; H -0.226; H 0.521; H 0.456; H 0.354; H 0.250; H 0.482; H 0.564; H 0.134; H 0.285; H 0.532; O -0.466; C 0.366; O -0.497; C 0.215; C -0.714; C 0.495; C -0.190; C -0.456; C -1.169; N 0.980; C -0.554; C 0.117; C -0.932; C -0.442; C -1.227; C -0.286; N 0.806; H 0.363; H 0.585; H 0.366; H 0.517; H 0.475; H 0.611; H 0.546; H 0.468; H 0.486; H 0.700; N -0.607; C 0.643; N -0.823; C 0.183; N 0.109



# 2
ORCA calculation (ωB97M-V/def2-TZVPD) on 2 unconnected molecules or ions with the total composition CH5O3PS in a non-equilibrium geometry.

Properties
* spin multiplicity: 3
* highest occupied orbital energy (alpha / beta): -5.45 / -10.42 eV
* LUMO energy (alpha / beta): 0.1996 / -3.7131 eV
* relative energy (zero: lowest compared OMol25 entry of this formula, charge and spin): 0.000 eV

Geometry (Å):
C -0.52 1.29 -0.30
O -1.10 -1.75 -0.19
O 1.22 0.10 1.68
O 0.74 0.90 -0.75
P 1.73 0.25 0.32
S 3.40 -0.24 -0.47
H -1.16 1.74 -1.04
H -0.46 1.78 0.64
H -0.93 0.23 0.02
H -2.00 -1.59 0.30
H -0.92 -2.71 -0.21

Charges in e, computed with Mulliken, in the same order as the atoms: C -0.289; O -0.670; O -0.527; O -0.252; P 0.582; S -0.073; H 0.276; H 0.339; H 0.007; H 0.311; H 0.297



# 3
ORCA calculation (ωB97M-V/def2-TZVPD) on a molecular structure, C24H25BN13O3V in a non-equilibrium geometry.

Properties
* spin multiplicity: 2
* highest occupied orbital energy (alpha / beta): -3.85 / -3.09 eV
* total charge: -1
* LUMO energy (alpha / beta): 1.3912 / 1.3875 eV
* relative energy (zero: lowest compared OMol25 entry of this formula, charge and spin): 1.175 eV

Geometry (Å):
V 0.83 -0.19 -0.91
B 4.79 1.27 -1.87
N 5.15 0.20 -0.79
C 6.39 0.05 -0.31
C 6.38 -0.99 0.60
C 5.05 -1.42 0.59
N 4.32 -0.69 -0.25
N 3.32 1.88 -1.91
C 3.26 3.11 -2.46
C 1.96 3.40 -2.82
C 1.26 2.26 -2.44
N 2.06 1.35 -1.88
H 5.49 2.23 -1.63
H 5.04 0.82 -2.98
H 7.19 0.70 -0.63
H 7.20 -1.37 1.18
H 4.58 -2.20 1.17
H 4.16 3.67 -2.59
H 1.58 4.29 -3.29
H 0.21 2.04 -2.55
N 1.96 -1.79 -1.68
C 1.91 -1.71 -3.15
C 0.52 -1.28 -3.59
O 0.05 -1.71 -4.64
O -0.06 -0.47 -2.78
H 2.89 -1.60 -1.30
H 1.69 -2.71 -1.35
H 2.18 -2.65 -3.63
H 2.62 -0.95 -3.47
C -2.66 1.27 -2.02
N -2.55 2.17 -0.89
C -1.52 2.15 -0.01
N -1.66 2.93 1.10
O -0.52 1.44 -0.14
H -2.85 1.82 -2.94
H -3.46 0.54 -1.87
H -1.73 0.72 -2.16
H -3.37 2.68 -0.62
H -2.32 3.69 1.10
H -0.88 2.99 1.74
N 1.43 -0.05 0.92
C 1.39 0.01 2.09
C 1.17 0.41 3.41
C 1.15 -0.51 4.49
N 1.12 -1.25 5.37
C 0.82 1.76 3.60
N 0.52 2.88 3.68
N -7.84 -0.73 5.08
C -6.97 -0.91 4.36
C -5.87 -1.14 3.45
C -4.89 -0.17 3.29
C -3.84 -0.37 2.41
C -3.77 -1.57 1.70
C -4.74 -2.55 1.86
C -5.80 -2.33 2.73
N -2.71 -1.78 0.79
C -2.70 -2.62 -0.32
C -1.50 -2.43 -0.92
N -0.76 -1.50 -0.20
C -1.52 -1.14 0.80
H -4.94 0.75 3.85
H -3.10 0.40 2.27
H -4.67 -3.49 1.33
H -6.55 -3.09 2.87
H -3.54 -3.22 -0.59
H -1.14 -2.85 -1.84
H -1.21 -0.45 1.57

Charges in e, computed with Mulliken, in the same order as the atoms: V 0.838; B 0.004; N 0.221; C -0.316; C -0.884; C -0.273; N -0.559; N -0.173; C -0.317; C -1.395; C -0.225; N 0.825; H -0.206; H -0.171; H 0.391; H 0.372; H 0.460; H 0.388; H 0.411; H 0.535; N -0.197; C -0.345; C 0.432; O -0.787; O -0.517; H 0.251; H 0.313; H 0.368; H 0.137; C -0.345; N -0.186; C 0.326; N -0.416; O -0.169; H 0.314; H 0.262; H -0.066; H 0.198; H 0.171; H 0.180; N -0.295; C 0.745; C -0.417; C 0.187; N -0.564; C 0.309; N -0.708; N -0.527; C 0.066; C 0.487; C -1.059; C -0.104; C 0.993; C -0.520; C -0.932; N 0.367; C -0.430; C -0.895; N 0.069; C -0.714; H 0.442; H 0.441; H 0.401; H 0.435; H 0.404; H 0.455; H 0.516



# 4
ORCA calculation (ωB97M-V/def2-TZVPD) on 2 unconnected molecules or ions with the total composition C6H18N3 in a non-equilibrium geometry.

Properties
* highest occupied orbital energy: -13.04 eV
* total charge: +1
* LUMO energy: -2.6420 eV
* relative energy (zero: lowest compared OMol25 entry of this formula, charge and spin): 3.453 eV

Geometry (Å):
C 0.38 -2.07 1.84
C 1.58 0.18 1.95
C 0.09 1.57 -1.09
C -1.01 1.47 -3.22
C -0.82 -0.06 2.04
C -0.54 -0.56 -1.95
N 0.12 -1.16 -1.00
N 0.44 -0.62 1.50
N -0.59 0.75 -2.05
H 0.51 -2.34 2.89
H -0.43 -2.50 1.47
H 1.36 -2.45 1.50
H 1.44 1.15 1.72
H 1.55 -0.01 3.07
H 2.43 -0.35 1.62
H -0.41 2.50 -1.05
H 0.16 1.26 -0.09
H 1.14 1.83 -1.50
H -0.09 1.94 -3.82
H -1.71 0.91 -3.69
H -1.67 2.21 -2.79
H -0.90 1.01 1.98
H -1.12 -0.39 3.15
H -1.74 -0.31 1.30
H 0.48 -0.77 -0.03
H 0.29 -2.12 -1.03
H -0.94 -1.09 -2.69

Charges in e, computed with Mulliken, in the same order as the atoms: C -1.301; C -1.107; C -0.634; C -1.012; C -0.974; C 0.080; N -0.278; N -0.105; N -0.011; H 0.368; H 0.506; H 0.422; H 0.351; H 0.403; H 0.400; H 0.411; H -0.090; H 0.346; H 0.278; H 0.433; H 0.394; H 0.388; H 0.323; H 0.258; H 0.372; H 0.239; H 0.539



# 5
ORCA calculation (ωB97M-V/def2-TZVPD) on a molecular structure, C31H33ClDyN2O2Si2 in a non-equilibrium geometry.

Properties
* spin multiplicity: 6
* highest occupied orbital energy (alpha / beta): -9.59 / -9.59 eV
* total charge: +1
* LUMO energy (alpha / beta): -4.2603 / -2.6836 eV
* relative energy (zero: lowest compared OMol25 entry of this formula, charge and spin): 1.912 eV

Geometry (Å):
C -1.58 -3.60 3.67
C -0.46 -2.73 3.49
C -0.94 -1.50 2.94
H 0.56 -2.91 3.83
C -2.35 -1.64 2.73
C -2.74 -2.93 3.19
H -3.78 -3.28 3.31
H -1.59 -4.55 4.21
H -0.40 -0.56 2.87
H -3.03 -0.84 2.41
Dy -1.29 -3.20 1.13
Si 1.91 2.45 -0.47
C 3.14 2.40 -1.87
C 2.77 2.84 -3.16
H 1.84 3.40 -3.32
C 3.57 2.51 -4.26
H 3.24 2.78 -5.27
C 4.76 1.81 -4.08
H 5.36 1.51 -4.94
C 5.19 1.49 -2.79
H 6.15 0.99 -2.64
C 4.39 1.79 -1.68
H 4.71 1.51 -0.68
C 1.27 4.24 -0.54
C 2.24 5.25 -0.41
H 3.26 4.99 -0.12
C 1.93 6.59 -0.66
H 2.69 7.37 -0.54
C 0.63 6.95 -1.05
H 0.38 8.01 -1.25
C -0.36 5.96 -1.15
H -1.38 6.24 -1.42
C -0.05 4.63 -0.86
H -0.85 3.89 -0.92
H 2.61 2.05 0.78
Si -0.38 1.31 -1.29
C -1.14 1.48 0.47
C -0.41 1.79 1.63
H 0.70 1.85 1.61
C -1.03 2.10 2.84
H -0.42 2.44 3.68
C -2.41 2.00 2.96
H -2.90 2.23 3.90
C -3.17 1.62 1.85
H -4.25 1.49 1.93
C -2.54 1.40 0.61
H -3.15 1.18 -0.27
C 0.85 -0.13 -1.14
C 1.03 -0.78 0.09
H 0.38 -0.52 0.93
C 1.99 -1.77 0.26
H 2.08 -2.26 1.24
C 2.80 -2.13 -0.82
H 3.58 -2.89 -0.69
C 2.60 -1.54 -2.07
H 3.20 -1.84 -2.93
C 1.61 -0.57 -2.25
H 1.42 -0.16 -3.24
H -1.49 0.73 -2.06
Cl -1.46 -2.22 -1.16
C -2.64 -7.94 0.15
O -3.59 -6.81 0.17
C -3.11 -5.61 0.43
O -1.92 -5.34 0.76
N -4.04 -4.64 0.29
N -3.66 -3.29 0.53
H -3.28 -8.74 -0.21
H -2.25 -8.15 1.14
H -1.82 -7.75 -0.55
H -4.96 -4.89 -0.06
H -3.64 -2.75 -0.35
H -4.35 -2.84 1.14

Charges in e, computed with Mulliken, in the same order as the atoms: C -0.380; C -1.532; C -0.243; H 0.482; C -0.003; C -0.846; H 0.512; H 0.505; H 0.823; H 0.421; Dy 1.074; Si 0.867; C 0.441; C -0.251; H 0.376; C -0.672; H 0.377; C -0.498; H 0.392; C -0.521; H 0.393; C -0.473; H 0.334; C 0.697; C -0.416; H 0.337; C -0.656; H 0.383; C -0.461; H 0.351; C -0.713; H 0.386; C 0.019; H -0.127; H -0.211; Si 0.134; C 0.834; C 0.006; H 0.214; C -1.031; H 0.431; C -0.304; H 0.393; C -0.834; H 0.446; C -0.739; H 0.322; C 0.727; C 0.359; H -0.147; C -0.316; H 0.492; C -0.809; H 0.431; C -0.657; H 0.468; C -0.718; H 0.390; H -0.249; Cl -0.473; C -0.651; O -0.411; C 0.985; O -0.574; N -0.266; N -0.541; H 0.241; H 0.313; H 0.318; H 0.254; H 0.447; H 0.349



# 6
ORCA calculation (ωB97M-V/def2-TZVPD) on a single C27H33N3O5 molecule.

Properties
* highest occupied orbital energy: -8.78 eV
* LUMO energy: 0.3865 eV
* relative energy (zero: lowest compared OMol25 entry of this formula, charge and spin): 0.018 eV
* SMILES: CCCCCCCCCC(=O)N1c2ccccc2NC(=O)[C@H]1CC(=O)Nc1ccc(C(=O)O)cc1

Geometry (Å):
C 5.74 2.07 0.68
C 5.68 0.55 0.59
C 4.76 -0.08 1.64
C 3.28 0.25 1.43
C 2.39 -0.55 2.38
C 0.90 -0.27 2.18
C 0.47 1.10 2.70
C -1.04 1.32 2.61
C -1.54 1.42 1.16
C -2.32 0.18 0.75
O -2.18 -0.90 1.29
N -3.25 0.33 -0.25
C -3.48 1.46 -1.05
C -2.47 2.23 -1.62
C -2.79 3.33 -2.40
C -4.11 3.66 -2.63
C -5.12 2.88 -2.12
C -4.81 1.77 -1.34
N -5.81 0.94 -0.84
C -5.61 -0.34 -0.44
O -6.50 -1.07 -0.08
C -4.15 -0.78 -0.50
C -3.86 -1.41 -1.88
C -2.36 -1.42 -2.15
O -1.88 -0.80 -3.08
N -1.66 -2.17 -1.26
C -0.27 -2.30 -1.13
C 0.20 -3.07 -0.06
C 1.55 -3.24 0.13
C 2.46 -2.64 -0.74
C 3.90 -2.83 -0.50
O 4.37 -3.48 0.41
O 4.69 -2.21 -1.40
C 1.99 -1.86 -1.80
C 0.63 -1.70 -1.99
H 6.46 2.46 -0.04
H 6.05 2.38 1.67
H 4.78 2.51 0.46
H 6.68 0.14 0.72
H 5.33 0.26 -0.40
H 4.88 -1.16 1.62
H 5.07 0.26 2.64
H 3.01 0.02 0.40
H 3.12 1.32 1.59
H 2.58 -1.61 2.21
H 2.67 -0.32 3.41
H 0.32 -1.04 2.70
H 0.66 -0.36 1.12
H 0.99 1.89 2.16
H 0.77 1.17 3.75
H -1.55 0.50 3.11
H -1.29 2.24 3.13
H -2.18 2.29 1.02
H -0.68 1.51 0.50
H -1.44 1.95 -1.48
H -2.00 3.91 -2.84
H -4.36 4.52 -3.24
H -6.16 3.11 -2.31
H -6.78 1.25 -0.91
H -3.98 -1.51 0.30
H -4.32 -0.82 -2.67
H -4.27 -2.42 -1.92
H -2.17 -2.58 -0.49
H -0.51 -3.52 0.62
H 1.93 -3.84 0.94
H 5.62 -2.37 -1.17
H 2.69 -1.39 -2.47
H 0.27 -1.10 -2.82

Charges in e, computed with Mulliken, in the same order as the atoms: C -1.355; C -0.341; C -0.806; C -0.314; C -1.086; C 0.513; C -0.992; C -1.106; C -0.748; C 0.806; O -0.614; N 0.457; C 0.371; C 0.226; C -1.052; C -0.672; C -0.738; C 0.249; N -0.013; C -0.461; O -0.664; C -0.444; C -0.892; C 0.384; O -0.648; N -0.053; C 0.662; C -0.216; C -1.007; C 0.475; C 0.391; O -0.631; O -0.473; C -0.695; C -0.648; H 0.420; H 0.300; H 0.302; H 0.397; H 0.187; H 0.321; H 0.459; H 0.111; H 0.514; H 0.198; H 0.540; H 0.457; H -0.533; H 0.241; H 0.453; H 0.439; H 0.423; H 0.576; H 0.276; H 0.409; H 0.410; H 0.403; H 0.403; H 0.264; H 0.797; H 0.407; H 0.540; H 0.252; H 0.368; H 0.342; H 0.386; H 0.502; H 0.570